Run 1
DFT (wB97M-V/def2-TZVPD) results for H13O6 as an isolated structure.

## Properties
2S+1: 1
Frontier orbital gap: 7.93 eV
Net charge: +1

Last column: natural (NBO) charge in e.
Geometry (Å):
O  0.638  0.199  -0.354  -0.840
H  0.780  0.215  -1.303  0.477
H  0.931  -0.643  0.001  0.437
H  -0.302  0.261  -0.171  0.464
O  -1.299  -0.352  -0.125  -0.884
H  -1.723  -0.791  0.613  0.496
H  -1.757  -0.684  -0.897  0.519
O  0.308  2.130  0.716  -0.962
H  0.055  1.460  1.351  0.421
H  -0.423  2.164  0.099  0.414
O  -0.194  0.518  1.894  -0.855
H  0.357  0.182  2.601  0.510
H  -1.058  0.144  2.065  0.483
O  1.180  -1.664  0.241  -0.814
H  0.431  -2.224  0.443  0.500
H  1.742  -1.726  1.013  0.510
O  0.201  0.195  -2.357  -0.904
H  0.703  -0.035  -3.139  0.515
H  -0.570  0.652  -2.692  0.512

Run 2
DFT (wB97M-V/def2-TZVPD) results for a 6-piece molecular cluster, H13O6 overall.

## Properties
2S+1: 1
Frontier orbital gap: 12.02 eV
Net charge: +1

Last column: natural (NBO) charge in e.
Geometry (Å):
O  1.994  0.040  -0.684  -0.969
H  2.329  -0.850  -0.475  0.533
H  2.791  0.524  -0.930  0.520
O  2.998  -2.379  0.681  -0.971
H  3.756  -2.972  0.731  0.496
H  2.783  -2.222  1.608  0.486
O  -2.422  -1.756  0.414  -0.974
H  -3.113  -2.083  0.998  0.513
H  -2.442  -2.358  -0.340  0.490
O  -0.855  2.322  1.840  -0.956
H  -1.047  3.191  1.471  0.479
H  -0.058  2.449  2.364  0.481
O  -1.729  1.581  -2.085  -0.965
H  -2.381  2.193  -2.451  0.496
H  -0.916  1.894  -2.508  0.476
O  -0.375  0.036  0.045  -0.825
H  -0.774  0.907  -0.187  0.562
H  0.539  0.129  -0.442  0.554
H  -1.079  -0.644  -0.050  0.574

Stability, lowest: run 1

Run 1
DFT (wB97M-V/def2-TZVPD) results for a 2-piece molecular cluster, C2H5NO2 overall.

## Properties
2S+1: 1
Structure (SMILES): NC=O.C=O
Frontier orbital gap: 10.83 eV
Net charge: 0

Last column: natural (NBO) charge in e.
Geometry (Å):
N  1.351  -1.030  0.018  -0.864
C  1.556  0.331  -0.032  0.531
O  0.967  1.077  -0.774  -0.574
H  1.099  -1.482  0.880  0.398
H  0.949  -1.424  -0.819  0.402
H  2.355  0.709  0.627  0.110
C  -2.073  0.463  0.031  0.274
O  -2.098  -0.457  -0.736  -0.503
H  -1.327  1.268  -0.073  0.131
H  -2.779  0.546  0.878  0.097

Run 2
DFT (wB97M-V/def2-TZVPD) results for a 2-piece molecular cluster, C2H5NO2 overall.

## Properties
2S+1: 1
Frontier orbital gap: 9.76 eV
Net charge: 0

Last column: natural (NBO) charge in e.
Geometry (Å):
C  -0.215  -0.020  0.338  0.724
C  1.139  -0.581  0.407  -0.694
N  -1.394  -0.635  0.034  -0.352
O  -1.241  0.288  1.166  -0.318
O  0.067  1.627  -1.083  -0.917
H  1.337  -1.045  1.283  0.242
H  1.955  0.100  0.075  0.281
H  1.075  -1.323  -0.308  0.245
H  -1.906  -0.222  -0.749  0.371
H  -0.816  1.813  -1.163  0.417

Run 3
DFT (wB97M-V/def2-TZVPD) results for a 2-piece molecular cluster, C2H5NO2 overall.

## Properties
2S+1: 1
Structure (SMILES): O=NO.C=C
Frontier orbital gap: 10.66 eV
Net charge: 0

Last column: natural (NBO) charge in e.
Geometry (Å):
O  -3.667  0.362  0.608  -0.284
N  -2.775  0.463  -0.180  0.338
O  -2.243  -0.721  -0.605  -0.535
H  -1.490  -0.481  -1.041  0.481
C  0.674  -0.210  -0.376  -0.436
C  0.479  0.811  0.425  -0.369
H  1.509  -0.026  -1.175  0.205
H  0.078  -1.137  -0.365  0.201
H  -0.159  0.679  1.265  0.194
H  0.997  1.774  0.322  0.206

Run 4
DFT (wB97M-V/def2-TZVPD) results for an isolated molecule of C2H5NO2.

## Properties
2S+1: 1
Structure (SMILES): C=CNOO
Frontier orbital gap (spin up / spin down): 9.06 / 8.27 eV
Net charge: 0

Last column: natural (NBO) charge in e.
Geometry (Å):
C  0.194  -1.433  -1.274  -0.370
C  -0.916  -0.418  -0.225  -0.005
N  -0.397  0.172  0.924  -0.321
O  -0.286  1.485  1.055  -0.138
O  0.900  2.072  0.304  -0.497
H  -0.257  -2.233  -1.730  0.159
H  1.086  -1.634  -0.704  0.155
H  -1.911  -0.224  -0.662  0.194
H  0.290  -0.445  1.326  0.363
H  1.296  2.659  0.986  0.460

Stability, lowest: run 4

Run 1
DFT (wB97M-V/def2-TZVPD) results for an isolated molecule of C2H5NO2.

## Properties
2S+1: 1
Structure (SMILES): CO/C=N/O
Frontier orbital gap: 10.07 eV
Net charge: 0

Last column: natural (NBO) charge in e.
Geometry (Å):
C  -1.883  -0.602  0.013  -0.255
O  -1.169  0.665  -0.046  -0.508
C  0.169  0.719  0.032  0.351
N  0.787  -0.388  0.000  -0.258
O  2.166  -0.149  -0.024  -0.575
H  -2.582  -0.734  -0.847  0.191
H  -1.180  -1.354  0.103  0.208
H  -2.544  -0.587  0.858  0.186
H  0.667  1.676  0.124  0.182
H  2.426  -1.110  0.053  0.477

Run 2
DFT (wB97M-V/def2-TZVPD) results for an isolated molecule of C2H5NO2.

## Properties
2S+1: 1
Structure (SMILES): CO/C=N/O
Frontier orbital gap: 9.60 eV
Net charge: 0

Last column: natural (NBO) charge in e.
Geometry (Å):
C  -1.948  -0.589  0.030  -0.261
O  -1.120  0.720  -0.001  -0.451
C  0.095  0.632  0.012  0.371
N  0.830  -0.432  -0.199  -0.287
O  2.207  -0.110  0.069  -0.612
H  -2.848  -0.516  -0.643  0.204
H  -1.508  -1.486  0.056  0.212
H  -2.426  -0.637  0.895  0.186
H  0.694  1.508  0.055  0.161
H  2.700  -0.980  0.241  0.478

Run 3
DFT (wB97M-V/def2-TZVPD) results for an isolated molecule of C2H5NO2.

## Properties
2S+1: 1
Structure (SMILES): CONC=O
Frontier orbital gap: 10.07 eV
Net charge: 0

Last column: natural (NBO) charge in e.
Geometry (Å):
C  0.388  -1.184  -0.985  -0.296
O  -0.552  -0.074  -0.708  -0.365
N  -0.585  0.265  0.566  -0.354
C  -0.151  1.527  0.869  0.513
O  0.430  2.096  0.073  -0.557
H  -0.120  -1.519  -1.859  0.211
H  0.796  -1.812  -0.073  0.210
H  1.226  -0.526  -1.336  0.201
H  -1.150  -0.321  1.445  0.352
H  -0.280  1.547  2.007  0.086

Run 4
DFT (wB97M-V/def2-TZVPD) results for a 2-piece molecular cluster, C2H5NO2 overall.

## Properties
2S+1: 1
Structure (SMILES): NC=O.C=O
Frontier orbital gap: 10.83 eV
Net charge: 0

Last column: natural (NBO) charge in e.
Geometry (Å):
N  1.009  1.673  0.670  -0.846
C  1.562  0.524  0.187  0.527
O  1.775  -0.483  0.810  -0.581
H  1.076  2.573  0.234  0.407
H  0.567  1.484  1.557  0.400
H  1.760  0.609  -0.882  0.094
C  -1.936  -1.603  -0.594  0.279
O  -1.365  -2.653  -0.639  -0.477
H  -2.578  -1.356  -1.468  0.089
H  -1.870  -0.769  0.125  0.109

Stability, lowest: run 3

Run 1
DFT (wB97M-V/def2-TZVPD) results for a 2-piece molecular cluster, C2H5NO2 overall.

## Properties
2S+1: 1
Frontier orbital gap: 10.63 eV
Net charge: 0

Last column: natural (NBO) charge in e.
Geometry (Å):
C  0.283  0.163  0.009  0.695
C  -0.949  0.814  0.464  -0.696
N  1.221  0.274  -1.006  -0.337
O  1.524  0.212  0.469  -0.325
O  -0.296  -1.749  0.239  -0.916
H  -0.626  1.472  1.391  0.256
H  -1.739  0.117  0.598  0.284
H  -1.280  1.509  -0.452  0.245
H  1.437  -0.612  -1.472  0.366
H  0.423  -2.201  -0.241  0.428

Run 2
DFT (wB97M-V/def2-TZVPD) results for an isolated molecule of C2H5NO2.

## Properties
2S+1: 1
Frontier orbital gap: 9.48 eV
Net charge: 0

Last column: natural (NBO) charge in e.
Geometry (Å):
C  1.735  -0.313  0.361  -0.257
C  -1.644  -0.429  0.237  0.303
N  -0.557  -0.041  -0.303  -0.352
O  0.614  -0.832  -0.436  -0.386
O  -2.695  0.386  0.146  -0.675
H  1.198  0.481  1.025  0.196
H  2.147  -1.179  0.865  0.205
H  2.385  0.161  -0.292  0.177
H  -0.510  0.671  -1.123  0.338
H  -2.674  1.094  -0.482  0.451

Run 3
DFT (wB97M-V/def2-TZVPD) results for an isolated molecule of C2H5NO2.

## Properties
2S+1: 1
Structure (SMILES): O/C=N\CO
Frontier orbital gap: 9.61 eV
Net charge: 0

Last column: natural (NBO) charge in e.
Geometry (Å):
O  1.717  0.489  -0.792  -0.642
C  1.199  -0.452  0.023  0.480
N  0.017  -0.978  0.062  -0.581
C  -0.800  0.080  0.543  0.086
O  -1.783  0.466  -0.358  -0.731
H  0.997  1.026  -1.155  0.491
H  2.007  -1.123  0.318  0.150
H  -1.227  -0.152  1.530  0.168
H  -0.039  0.979  0.636  0.107
H  -2.088  -0.335  -0.806  0.474

Stability, lowest: run 1

Run 1
DFT (wB97M-V/def2-TZVPD) results for a 2-piece molecular cluster, CH3O3S2 overall.

## Properties
2S+1: 1
Frontier orbital gap (spin up / spin down): 8.31 / 3.72 eV
Net charge: -1

Last column: natural (NBO) charge in e.
Geometry (Å):
C  -1.729  -0.095  -0.119  -0.765
O  2.089  0.922  1.297  -0.999
O  2.172  0.923  -1.144  -0.987
O  2.923  -1.168  0.179  -0.984
S  -3.344  -0.832  0.222  0.047
S  2.139  0.117  0.056  1.999
H  -1.818  0.918  0.225  0.230
H  -1.395  -0.155  -1.129  0.220
H  -1.037  -0.629  0.412  0.239

Run 2
DFT (wB97M-V/def2-TZVPD) results for a 2-piece molecular cluster, CH3O3S2 overall.

## Properties
2S+1: 1
Frontier orbital gap (spin up / spin down): 7.82 / 3.20 eV
Net charge: -1

Last column: natural (NBO) charge in e.
Geometry (Å):
C  0.303  -0.374  -0.915  -0.812
O  -0.185  1.471  3.431  -1.020
O  1.461  -1.352  -2.990  -0.834
O  -2.431  1.458  2.410  -1.021
S  1.513  -1.559  -1.517  0.904
S  -1.003  1.055  2.292  1.072
H  0.109  -0.440  0.095  0.243
H  -0.507  -0.818  -1.490  0.229
H  0.739  0.558  -1.316  0.238

Stability, lowest: run 1

Run 1
DFT (wB97M-V/def2-TZVPD) results for a 2-piece molecular cluster, C3H10N2 overall.

## Properties
2S+1: 1
Structure (SMILES): C/C=C\N.N
Frontier orbital gap: 8.00 eV
Net charge: 0

Last column: natural (NBO) charge in e.
Geometry (Å):
C  -0.428  -1.549  0.041  -0.661
C  0.154  -0.250  0.532  -0.192
C  -0.529  0.961  0.529  -0.101
N  -1.631  1.214  -0.290  -0.846
H  -1.497  -1.635  0.254  0.206
H  0.076  -2.408  0.494  0.219
H  -0.305  -1.614  -1.044  0.210
H  0.859  -0.377  1.353  0.194
H  -0.387  1.650  1.362  0.189
H  -2.055  2.121  -0.117  0.371
H  -2.354  0.498  -0.282  0.363
N  2.085  0.360  -0.750  -1.114
H  2.083  -0.606  -1.072  0.381
H  2.618  0.644  0.073  0.381
H  1.308  0.992  -1.081  0.400

Run 2
DFT (wB97M-V/def2-TZVPD) results for a 2-piece molecular cluster, C3H10N2 overall.

## Properties
2S+1: 1
Structure (SMILES): C=N.CNC
Frontier orbital gap: 9.76 eV
Net charge: 0

Last column: natural (NBO) charge in e.
Geometry (Å):
C  5.877  -0.766  1.124  -0.072
N  5.440  -0.631  2.359  -0.593
H  5.320  -1.315  0.328  0.178
H  6.800  -0.178  0.950  0.156
H  6.414  -0.529  2.853  0.331
C  -2.952  -0.874  -0.411  -0.410
N  -2.299  0.500  -0.581  -0.634
C  -3.093  1.429  -1.233  -0.406
H  -2.545  -1.428  -1.139  0.185
H  -2.565  -1.312  0.618  0.205
H  -4.055  -0.847  -0.664  0.188
H  -2.052  0.869  0.369  0.351
H  -3.186  1.064  -2.332  0.179
H  -2.786  2.558  -1.324  0.217
H  -4.318  1.460  -0.919  0.126

Run 3
DFT (wB97M-V/def2-TZVPD) results for a 2-piece molecular cluster, C3H10N2 overall.

## Properties
2S+1: 1
Structure (SMILES): C=N.CCN
Frontier orbital gap: 9.61 eV
Net charge: 0

Last column: natural (NBO) charge in e.
Geometry (Å):
C  -2.452  -2.610  0.007  -0.083
N  -1.579  -2.851  0.899  -0.558
H  -3.515  -2.742  0.225  0.177
H  -2.033  -2.763  -1.001  0.144
H  -0.799  -3.065  0.257  0.321
C  0.526  2.430  -0.319  -0.622
C  1.616  1.440  0.294  -0.209
N  1.193  0.025  0.223  -0.902
H  0.411  2.348  -1.431  0.212
H  0.703  3.479  0.106  0.212
H  -0.456  2.145  0.032  0.200
H  2.039  1.680  1.286  0.186
H  2.382  1.532  -0.447  0.187
H  1.719  -0.743  -0.306  0.369
H  0.244  -0.306  0.176  0.368

Run 4
DFT (wB97M-V/def2-TZVPD) results for an isolated molecule of C3H10N2.

## Properties
2S+1: 1
Structure (SMILES): NCCCN
Frontier orbital gap: 10.39 eV
Net charge: 0

Last column: natural (NBO) charge in e.
Geometry (Å):
N  1.765  0.380  -1.556  -0.834
C  1.014  -0.210  -0.474  -0.211
C  -0.386  0.430  -0.385  -0.412
C  -1.007  0.318  0.987  -0.213
N  -1.309  -1.100  1.296  -0.849
H  1.846  1.375  -1.387  0.349
H  2.683  -0.031  -1.643  0.360
H  1.520  -0.145  0.503  0.156
H  0.914  -1.286  -0.603  0.185
H  -0.239  1.483  -0.631  0.200
H  -0.989  0.017  -1.190  0.204
H  -1.929  0.905  1.032  0.174
H  -0.296  0.678  1.737  0.182
H  -2.123  -1.209  1.883  0.359
H  -1.465  -1.605  0.432  0.350

Stability, lowest: run 2

Run 1
DFT (wB97M-V/def2-TZVPD) results for a 2-piece molecular cluster, C4H14N4 overall.

## Properties
2S+1: 1
Structure (SMILES): C=CC(N)N.CNN
Frontier orbital gap: 7.99 eV
Net charge: 0

Last column: natural (NBO) charge in e.
Geometry (Å):
C  1.650  -0.784  0.185  -0.649
C  0.577  -0.167  0.676  -0.103
C  0.171  1.487  0.321  0.098
N  0.576  1.758  -1.046  -0.871
N  0.815  2.409  1.271  -0.851
H  1.968  -0.678  -0.838  0.192
H  2.211  -1.488  0.778  0.204
H  0.270  -0.336  1.699  0.180
H  -0.903  1.683  0.384  0.157
H  0.469  2.749  -1.249  0.372
H  1.564  1.539  -1.150  0.368
H  1.768  2.108  1.450  0.365
H  0.331  2.392  2.161  0.356
C  -1.441  -2.232  0.204  -0.418
N  -1.089  -0.883  -0.228  -0.389
N  -0.727  -0.843  -1.611  -0.689
H  -2.337  -2.614  -0.299  0.181
H  -0.597  -2.875  -0.021  0.222
H  -1.612  -2.214  1.279  0.199
H  -1.812  -0.174  -0.008  0.344
H  -1.561  -0.912  -2.197  0.333
H  -0.291  0.074  -1.762  0.397

Run 2
DFT (wB97M-V/def2-TZVPD) results for C4H14N4 as an isolated structure.

## Properties
2S+1: 1
Frontier orbital gap: 8.60 eV
Net charge: 0

Last column: natural (NBO) charge in e.
Geometry (Å):
C  -0.001  1.022  0.496  -0.018
C  0.885  -0.097  -2.190  -0.447
C  -1.549  -0.780  0.575  -0.463
C  1.682  0.071  2.405  -0.419
N  -0.358  0.374  -1.583  -0.176
N  -0.233  -0.305  0.185  -0.301
N  0.445  0.795  2.194  -0.682
N  -1.459  -0.202  -2.227  -0.674
H  -0.310  0.345  2.705  0.339
H  -1.276  -1.084  -2.699  0.336
H  -1.911  0.463  -2.848  0.372
H  -0.853  1.705  0.539  0.181
H  0.922  1.474  0.144  0.199
H  0.930  0.190  -3.251  0.200
H  0.988  -1.189  -2.131  0.182
H  1.739  0.370  -1.697  0.207
H  -1.463  -1.476  1.412  0.215
H  -2.291  -0.011  0.825  0.181
H  -1.986  -1.329  -0.275  0.230
H  1.574  -1.018  2.326  0.164
H  2.446  0.393  1.689  0.185
H  2.078  0.290  3.407  0.191

Stability, lowest: run 2